The following is a DFT calculation (ωB97M-V with the def2-TZVPD basis set) of C15H26IO2P2Ru as an isolated structure in a non-equilibrium geometry.

- Lowest unoccupied orbital energy (alpha / beta): -6.0 / -10.5 eV
- Charge: +2
- Energy relative to the best compared isomer or geometry (same formula, charge and spin): 0.000 eV
- Calculated total energy: -49312.8395 eV
- 2S+1: 6
- <S²>: 8.7909

Each line ends with the Löwdin charge.
Geometry (Å):
C  2.474  -1.093  -5.136  -0.07
C  1.329  -1.186  -4.271  -0.30
H  2.262  -1.572  -6.125  0.10
H  3.340  -1.576  -4.627  0.10
H  2.737  -0.017  -5.255  0.10
O  0.261  -1.449  -3.894  0.06
I  3.050  0.672  -1.281  0.48
Ru  0.565  -0.047  -0.606  0.56
P  -0.428  1.996  -1.094  0.72
C  -2.194  2.198  -0.651  -0.21
C  0.322  3.466  -0.318  -0.23
H  -0.077  4.373  -0.795  0.08
H  -0.821  3.411  -2.995  0.08
H  1.410  3.407  -0.455  0.04
H  0.710  2.472  -3.169  0.05
H  -2.295  2.107  0.440  0.05
H  0.083  3.462  0.752  0.06
C  -0.346  2.421  -2.862  -0.22
H  -2.556  3.188  -0.971  0.08
H  -0.885  1.665  -3.452  0.06
H  -2.794  1.408  -1.125  0.05
P  1.154  -1.997  0.523  0.72
C  -0.158  -2.902  1.408  -0.21
C  1.912  -3.235  -0.573  -0.22
H  3.196  -1.100  1.410  0.03
H  2.821  -2.720  2.106  0.08
H  1.942  -1.259  2.682  0.05
C  2.408  -1.744  1.816  -0.23
H  2.828  -2.818  -1.019  0.05
H  2.165  -4.121  0.040  0.08
H  0.232  -3.866  1.767  0.08
H  -1.012  -3.072  0.740  0.06
H  1.195  -3.524  -1.355  0.06
H  -0.496  -2.306  2.263  0.05
C  -1.134  -0.741  -0.747  -0.35
O  -2.247  -1.132  -0.813  0.14
C  0.552  1.482  4.022  0.03
C  1.579  1.826  3.145  -0.01
C  1.504  1.426  1.810  -0.15
C  0.386  0.702  1.342  -0.33
C  -0.680  0.409  2.210  -0.09
C  -0.572  0.797  3.552  0.00
H  0.626  1.752  5.071  0.14
H  2.466  2.356  3.489  0.13
H  2.313  1.695  1.122  0.01
H  -1.595  -0.072  1.860  0.11
H  -1.365  0.521  4.231  0.13

The following is a DFT calculation (ωB97M-V with the def2-TZVPD basis set) of CH10F3O12PSZr as an isolated structure in a non-equilibrium geometry.

- Lowest unoccupied orbital energy (alpha / beta): -3.9 / -7.5 eV
- Charge: +1
- Calculated total energy: -55324.3546 eV
- 2S+1: 2
- <S²>: 0.7631

Each line ends with the Löwdin charge.
Geometry (Å):
Zr  18.126  0.564  14.619  1.92
C  19.998  -0.707  18.732  -0.60
F  21.220  -0.148  18.836  0.13
F  19.880  -1.679  19.672  0.14
F  19.077  0.220  18.764  0.15
S  19.924  -1.530  16.965  0.59
O  19.178  -2.777  17.042  -0.28
O  19.332  -0.451  16.123  -0.51
O  21.315  -1.667  16.587  -0.28
P  16.398  1.413  12.944  0.08
O  17.657  0.603  12.627  -0.29
O  16.092  0.517  14.102  -0.26
O  15.516  2.010  11.857  -0.23
O  17.226  2.350  13.870  -0.23
O  16.818  -0.966  16.057  -0.08
H  16.269  -0.761  16.813  0.10
H  16.962  -1.911  16.115  0.07
O  20.133  0.218  13.589  -0.07
H  20.937  -0.287  13.715  0.12
H  20.292  0.728  12.795  0.11
O  18.197  -1.625  13.985  -0.08
H  17.413  -2.167  13.892  0.11
H  18.924  -2.221  13.803  0.12
O  19.765  2.234  15.231  -0.07
H  19.892  2.702  16.056  0.10
H  20.171  2.797  14.571  0.10
O  17.548  1.710  16.439  -0.08
H  18.031  1.924  17.237  0.10
H  16.862  2.376  16.387  0.12

The following is a DFT calculation (ωB97M-V with the def2-TZVPD basis set) of C29H37FeN9O3PS3 as an isolated structure.

- Lowest unoccupied orbital energy (alpha / beta): -5.2 / -7.1 eV
- Charge: +2
- Energy relative to the best compared isomer or geometry (same formula, charge and spin): 0.000 eV
- Calculated total energy: -126400.9321 eV
- 2S+1: 6
- <S²>: 8.7641

Each line ends with the Löwdin charge.
Geometry (Å):
Fe  -0.453  1.027  0.756  0.69
N  -3.875  2.549  2.569  0.21
C  -4.600  1.579  1.879  -0.16
C  -5.945  1.228  1.917  0.01
C  -6.349  0.259  1.022  -0.05
C  -5.451  -0.320  0.109  -0.05
C  -4.118  0.036  0.085  -0.02
C  -3.691  0.985  1.009  -0.19
N  -2.434  1.568  1.206  0.08
C  -2.614  2.503  2.116  -0.24
C  -1.521  3.413  2.395  -0.30
C  -1.438  4.499  3.201  -0.28
S  0.042  5.295  2.914  1.13
C  0.462  4.122  1.764  -0.48
N  -0.430  3.185  1.584  -0.05
H  -4.237  3.186  3.260  0.18
H  -6.643  1.697  2.597  0.12
H  -7.387  -0.043  1.003  0.12
H  -5.824  -1.044  -0.604  0.12
H  -3.437  -0.367  -0.651  0.10
H  -2.151  4.874  3.918  0.09
H  1.391  4.158  1.218  0.02
C  -2.054  -2.626  -0.234  0.01
C  -1.797  -1.975  1.094  -0.52
N  -2.167  -2.657  2.175  0.22
O  -1.261  -0.860  1.232  -0.16
H  -1.547  -3.591  -0.281  0.10
H  -1.708  -1.991  -1.043  0.07
H  -3.122  -2.812  -0.353  0.10
H  -2.605  -3.560  2.103  0.13
H  -2.016  -2.263  3.090  0.14
C  1.105  -1.509  -1.179  0.01
C  0.381  -0.369  -1.802  -0.36
N  -0.392  0.531  -1.196  -0.07
C  -0.854  1.400  -2.174  -0.10
C  -0.372  1.007  -3.372  -0.01
N  0.395  -0.112  -3.121  0.02
C  1.101  -0.847  -4.179  -0.04
N  0.182  -1.440  -5.087  -0.07
N  -0.264  -0.702  -6.151  0.06
N  -1.110  -1.385  -6.808  0.10
C  -1.252  -2.621  -6.193  -0.22
C  -2.050  -3.714  -6.544  0.01
C  -1.973  -4.828  -5.741  -0.07
C  -1.122  -4.864  -4.615  -0.07
C  -0.332  -3.793  -4.260  -0.02
C  -0.421  -2.666  -5.084  -0.17
H  1.065  -1.440  -0.096  0.06
H  2.156  -1.508  -1.466  0.10
H  0.660  -2.457  -1.486  0.08
H  -1.513  2.222  -1.946  0.12
H  -0.515  1.384  -4.371  0.13
H  1.728  -1.608  -3.725  0.14
H  1.720  -0.141  -4.728  0.15
H  -2.689  -3.677  -7.415  0.12
H  -2.566  -5.701  -5.976  0.11
H  -1.080  -5.770  -4.024  0.11
H  0.337  -3.844  -3.409  0.09
C  3.966  -1.627  3.069  -0.06
C  4.464  -1.237  1.695  -0.39
C  5.834  -0.597  1.689  -0.03
O  3.496  -0.361  0.988  -0.30
P  2.702  0.871  1.537  -0.07
S  2.003  1.903  -0.003  0.49
S  1.032  0.311  2.501  0.47
O  3.753  1.550  2.462  -0.28
C  3.839  2.806  3.231  -0.38
C  4.094  3.965  2.295  -0.03
C  2.640  2.973  4.132  -0.06
H  4.659  -2.350  3.499  0.10
H  2.979  -2.087  3.024  0.07
H  3.928  -0.767  3.740  0.08
H  4.469  -2.115  1.050  0.14
H  5.907  0.194  2.433  0.08
H  6.064  -0.183  0.708  0.09
H  6.580  -1.357  1.920  0.10
H  4.729  2.630  3.833  0.15
H  3.187  4.272  1.776  0.04
H  4.851  3.711  1.554  0.10
H  4.458  4.813  2.876  0.10
H  1.724  3.105  3.553  0.02
H  2.788  3.860  4.749  0.10
H  2.510  2.115  4.790  0.09

The following is a DFT calculation (ωB97M-V with the def2-TZVPD basis set) of a 2-piece molecular cluster, C3H10NS overall in a non-equilibrium geometry.

- Lowest unoccupied orbital energy: 3.9 eV
- Charge: -1
- Energy relative to the best compared isomer or geometry (same formula, charge and spin): 2.023 eV
- Calculated total energy: -15597.7786 eV

Each line ends with the Löwdin charge.
Geometry (Å):
C  2.378  0.853  -1.012  -0.78
S  1.526  -0.715  -1.299  -0.02
H  3.454  0.835  -1.267  -0.01
H  2.514  1.010  0.066  -0.03
H  1.657  1.633  -1.277  -0.03
C  -1.475  0.862  0.148  -0.14
N  -1.708  0.405  1.539  -0.20
C  -2.210  -0.898  1.797  -0.20
H  -0.380  0.797  -0.012  0.01
H  -1.588  1.942  0.094  0.05
H  -2.101  0.265  -0.547  0.08
H  -0.931  0.626  2.142  0.09
H  -1.475  -1.707  1.559  0.08
H  -2.575  -0.900  2.829  0.06
H  -3.050  -1.285  1.238  0.06

The following is a DFT calculation (ωB97M-V with the def2-TZVPD basis set) of the molecule CHO3PS in a non-equilibrium geometry.

- Lowest unoccupied orbital energy: -1.8 eV
- SMILES: O=C(O)OP=S
- Energy relative to the best compared isomer or geometry (same formula, charge and spin): 0.205 eV
- Calculated total energy: -27319.9320 eV

Each line ends with the Löwdin charge.
Geometry (Å):
C  0.674  0.624  -0.148  -0.68
O  -0.209  -0.459  -0.231  -0.43
O  1.901  0.293  0.136  0.17
O  0.299  1.709  -0.459  0.12
P  -1.917  -0.888  -0.634  0.52
S  -2.790  -0.629  1.058  0.17
H  2.042  -0.651  0.279  0.14

The following is a DFT calculation (ωB97M-V with the def2-TZVPD basis set) of the molecule C5H8FNS in a non-equilibrium geometry.

- Lowest unoccupied orbital energy: -0.5 eV
- SMILES: CN[C@@]1(C=S)C[C@@H]1F
- Energy relative to the best compared isomer or geometry (same formula, charge and spin): 3.187 eV
- Calculated total energy: -20353.8116 eV

Each line ends with the Löwdin charge.
Geometry (Å):
C  1.693  2.031  -0.050  -0.14
C  -0.168  0.395  0.125  -0.54
C  -1.399  1.037  0.829  -0.05
C  -1.729  0.292  -0.346  -0.24
C  0.324  -0.843  0.753  -0.57
H  2.379  2.458  -0.772  0.04
H  1.094  3.174  0.230  0.14
H  2.329  1.745  0.874  0.09
H  1.209  0.383  -1.260  0.11
H  -1.524  0.803  1.923  0.14
H  -1.637  2.098  0.511  0.13
H  -1.974  0.867  -1.278  0.17
H  -0.387  -1.197  1.634  0.12
N  0.687  1.147  -0.654  -0.12
F  -2.372  -0.896  -0.467  0.02
S  1.421  -1.736  -0.059  0.71

Question: Which value of calculated total energy does entry 6 give?
Answer: -20353.8116 eV